(1)
The following is a quantum chemistry calculation of a structure of composition C33H41N2O4P2S3W, from OMol25.

Its charge is +1. The HOMO energy comes out at -9.231 eV. Its total energy is -98964.6130 eV. Its LUMO energy is -2.849 eV. The HOMO-LUMO gap is 6.38 eV. The strongest force on any atom comes out at 0.3 eV Å⁻¹.

Structure (XYZ):
```
86
Properties=species:S:1:pos:R:3:forces:R:3:mulliken_charge:R:1
W 0.0436 -0.0120 -0.0751 0.0 -0.1 0.3 2.01
N 0.2187 2.0848 0.9230 0.0 0.0 0.0 -0.10
C 0.9685 2.2970 2.1468 0.0 -0.1 0.0 -0.52
C 1.4091 3.5662 2.4895 0.0 0.0 0.0 -0.54
C 2.1060 3.7475 3.6727 0.0 0.0 0.0 -0.80
C 2.3589 2.6665 4.5088 0.0 0.0 0.0 -0.89
C 1.9253 1.4013 4.1527 0.0 0.0 0.0 -0.02
C 1.2210 1.2068 2.9644 0.0 0.0 0.0 -0.25
P 0.7167 -0.4133 2.3207 0.0 0.0 0.0 1.41
C 2.1189 -1.4540 2.8245 0.0 0.0 0.0 0.86
C 1.9147 -2.6790 3.4519 0.0 0.0 0.0 -0.58
C 3.0010 -3.4402 3.8629 0.0 0.0 0.0 -0.87
C 4.2926 -2.9858 3.6450 0.0 0.0 0.0 -0.64
C 4.5008 -1.7676 3.0100 0.0 0.0 0.0 -0.80
C 3.4197 -1.0056 2.5982 0.0 0.0 0.0 -0.77
C -0.6604 -1.0052 3.3471 0.0 0.0 0.0 0.73
C -0.8985 -0.5025 4.6218 0.0 0.0 0.0 -0.73
C -1.9398 -1.0099 5.3876 0.0 0.0 0.0 -0.71
C -2.7419 -2.0239 4.8868 0.0 0.0 0.0 -0.72
C -2.5105 -2.5257 3.6127 0.0 0.0 0.0 -0.78
C -1.4775 -2.0167 2.8418 0.0 0.0 0.0 -0.34
H 0.4867 2.7836 0.2310 0.0 0.0 0.0 0.17
H -0.7773 2.2071 1.1206 0.0 0.0 0.0 0.24
H 1.2095 4.4054 1.8336 0.0 0.0 0.0 0.56
H 2.4586 4.7342 3.9414 0.0 0.0 0.0 0.42
H 2.9090 2.8099 5.4288 0.0 0.0 0.0 0.47
H 2.1604 0.5515 4.7815 0.0 0.0 0.0 0.56
H 0.9105 -3.0396 3.6336 0.0 0.0 0.0 0.34
H 2.8334 -4.3865 4.3599 0.0 0.0 0.0 0.42
H 5.1379 -3.5762 3.9730 0.0 0.0 0.0 0.41
H 5.5077 -1.4072 2.8424 0.0 0.0 0.0 0.51
H 3.5867 -0.0534 2.1083 0.0 0.0 0.0 0.56
H -0.2862 0.2924 5.0255 0.0 0.0 0.0 0.33
H -2.1195 -0.6118 6.3775 0.0 0.0 0.0 0.45
H -3.5493 -2.4217 5.4875 0.0 0.0 0.0 0.41
H -3.1362 -3.3145 3.2159 0.0 0.0 0.0 0.49
H -1.3097 -2.4002 1.8428 0.0 0.0 0.0 0.36
O -1.8108 0.3877 1.0846 0.0 0.1 -0.1 -0.31
N -2.9794 0.3722 0.4297 0.0 -0.1 0.0 0.21
C -4.0035 1.0504 0.9854 0.0 0.0 0.0 -0.31
C -5.2466 1.0240 0.4165 0.0 0.0 0.0 -0.87
C -5.4388 0.2709 -0.7440 0.0 0.0 0.0 -0.34
C -4.3795 -0.4128 -1.2894 0.0 0.0 0.0 -1.02
C -3.1146 -0.3592 -0.6948 -0.1 0.0 0.0 0.94
S -1.7508 -1.2526 -1.2664 0.0 -0.1 0.0 -0.65
H -3.7494 1.5789 1.8915 0.0 0.0 0.0 0.57
H -6.0523 1.5741 0.8787 0.0 0.0 0.0 0.46
H -6.4134 0.2268 -1.2107 0.0 0.0 0.0 0.43
H -4.4875 -1.0041 -2.1873 0.0 0.0 0.0 0.51
C 4.5984 -1.1582 -0.7366 0.0 0.0 0.0 -1.75
C 3.1062 -1.2042 -0.5506 0.0 0.0 0.0 0.47
S 2.2041 0.2366 -0.9059 0.0 0.0 0.0 -0.35
C 2.4223 -2.3212 -0.2198 0.0 0.0 0.0 0.99
C 3.0615 -3.6532 0.0456 0.0 0.0 0.0 -1.52
S 0.6879 -2.2782 -0.1183 0.0 0.0 0.0 -0.37
H 4.9163 -0.1694 -1.0630 0.0 0.0 0.0 0.44
H 4.9291 -1.8822 -1.4834 0.0 0.0 0.0 0.41
H 5.1151 -1.3911 0.1968 0.0 0.0 0.0 0.31
H 4.0902 -3.6810 -0.3092 0.0 0.0 0.0 0.38
H 2.5047 -4.4530 -0.4443 0.0 0.0 0.0 0.43
H 3.0678 -3.8658 1.1168 0.0 0.0 0.0 0.13
C -0.5055 -0.6184 -5.0396 0.0 0.0 0.0 -1.48
C 0.2649 -0.0526 -3.8755 0.0 0.0 0.0 0.22
O -0.4777 1.0848 -3.3644 0.1 0.1 0.0 -0.24
P -0.5361 1.5723 -1.8544 -0.1 0.0 -0.1 0.63
O -1.9996 2.1866 -1.7289 0.0 0.0 0.0 -0.28
C -2.5277 3.1135 -2.7153 0.0 0.0 0.0 -0.24
C -3.5500 2.4161 -3.5797 0.0 0.0 0.0 -0.96
O 0.3132 2.9507 -1.8620 0.0 -0.1 0.0 -0.47
C 1.4805 3.2007 -2.6827 0.0 0.0 0.0 0.26
C 1.6098 4.6929 -2.8660 0.0 0.0 0.0 -1.44
H 0.0415 -1.4595 -5.4665 0.0 0.0 0.0 0.45
H -0.6460 0.1319 -5.8175 0.0 0.0 0.0 0.35
H -1.4811 -0.9754 -4.7088 0.0 0.0 0.0 0.25
H 1.2556 0.2987 -4.1674 0.0 0.0 0.0 0.33
H 0.3877 -0.7895 -3.0825 0.0 0.0 0.0 0.03
H -1.7068 3.5142 -3.3101 0.0 0.0 0.0 0.16
H -2.9680 3.9310 -2.1463 0.0 0.0 0.0 0.40
H -3.0961 1.5722 -4.0993 0.0 0.0 0.0 0.15
H -3.9408 3.1113 -4.3235 0.0 0.0 0.0 0.45
H -4.3823 2.0540 -2.9769 0.0 0.0 0.0 0.20
H 1.3488 2.6971 -3.6404 0.0 0.0 0.0 0.12
H 2.3524 2.7782 -2.1844 0.0 0.0 0.0 0.21
H 0.7335 5.1007 -3.3696 0.0 0.0 0.0 0.31
H 2.4889 4.9140 -3.4716 0.0 0.0 0.0 0.42
H 1.7235 5.1940 -1.9046 0.0 0.0 0.0 0.33
```
Positions in Å, forces in eV/Å.

***

(2)
The following is a quantum chemistry calculation of a structure of composition C33H42AsClN5O6PTl, from OMol25.

Its charge is +1. The HOMO energy comes out at -10.048 eV. Its total energy is -141975.5939 eV. Its LUMO energy is -3.768 eV. The HOMO-LUMO gap is 6.28 eV. The strongest force on any atom comes out at 2.1 eV Å⁻¹.

Structure (XYZ):
```
90
Properties=species:S:1:pos:R:3:forces:R:3:mulliken_charge:R:1
Tl -14.9519 -3.6531 12.5359 -0.9 0.5 -0.6 1.57
O -18.6648 -2.4254 11.5913 1.0 -1.3 -1.1 -0.70
C -17.9117 -3.2584 11.0476 -0.7 1.2 1.5 -0.21
O -16.7284 -3.0199 10.5815 1.3 0.3 0.9 -0.59
C -18.3289 -4.7050 10.8680 -0.3 -0.1 -0.8 0.06
C -17.5197 -5.3201 9.6831 -1.2 -0.3 0.0 -0.35
C -18.3749 -6.4680 9.0871 0.0 0.6 -0.3 -1.02
C -18.1472 -7.5474 10.1358 -0.4 -0.8 0.8 -0.95
C -17.2792 -6.8304 11.1762 0.1 0.0 0.6 -0.48
O -16.4351 -6.0019 10.3329 0.0 -0.1 0.2 -0.17
C -18.0968 -5.7595 11.9751 0.2 -0.6 -0.2 0.43
C -17.4407 -5.4639 13.3313 0.4 -0.5 0.6 -0.60
O -17.1306 -6.4691 14.0242 0.0 0.4 -0.7 -0.82
O -17.2157 -4.2723 13.7117 1.1 0.4 -1.0 -0.61
H -19.4037 -4.7381 10.6477 0.3 0.3 -0.1 0.55
H -17.1616 -4.6003 8.9638 0.0 0.1 0.1 0.87
H -19.4315 -6.1641 8.9899 0.5 -0.1 0.0 0.38
H -18.0282 -6.7645 8.0926 0.0 0.0 0.1 0.29
H -19.0756 -7.9311 10.5942 0.4 0.2 -0.2 0.41
H -17.6013 -8.4127 9.7511 -0.1 0.1 -0.1 0.30
H -16.6954 -7.4875 11.8448 -0.2 0.4 -0.4 0.68
H -19.0650 -6.1832 12.2383 0.0 -0.1 0.1 0.72
Cl -15.4562 -2.2652 15.2993 -0.2 0.1 -0.6 -0.06
C -14.5318 -0.8213 15.0577 0.9 1.3 0.6 0.92
C -14.0731 -0.2292 16.2481 -0.2 -0.4 0.0 -0.78
C -13.3468 0.9516 16.2212 0.1 0.4 0.4 -0.61
C -13.0495 1.5986 15.0067 0.0 -0.2 0.4 -0.72
C -13.4356 0.9964 13.8154 -0.4 -0.2 -0.1 -0.71
C -14.2261 -0.1871 13.8295 0.1 -0.7 0.4 0.33
P -14.9127 -0.9367 12.3185 -0.9 -0.7 0.2 1.09
C -13.8590 -0.4004 10.9780 0.8 0.3 -1.0 0.06
C -12.7913 -1.2016 10.4699 -1.0 0.8 0.3 0.23
C -11.9314 -0.6727 9.5168 0.9 -0.3 -0.3 -0.68
C -12.0683 0.6389 9.0383 -0.5 -0.3 0.4 -0.87
C -13.1503 1.3998 9.4976 0.1 -0.3 0.1 -0.80
C -14.0429 0.8970 10.4609 0.6 -0.1 -0.4 -0.50
C -16.5453 -0.1782 12.1145 -0.6 0.4 -0.2 1.17
C -17.0719 0.0103 10.8137 -0.2 0.2 0.4 -0.48
C -18.2993 0.6653 10.6541 0.1 -0.1 -0.1 -0.73
C -19.0524 1.0758 11.7604 0.6 -0.2 0.0 -0.58
C -18.5301 0.8961 13.0475 -0.2 -0.4 -0.1 -0.65
C -17.3012 0.2598 13.2296 0.3 -0.1 0.0 -0.69
H -14.3458 -0.7258 17.1956 0.3 0.4 -0.6 0.47
H -13.0222 1.3867 17.1899 -0.3 -0.3 -0.9 0.36
H -12.5306 2.5711 15.0278 -0.2 -0.7 -0.2 0.40
H -13.1431 1.4641 12.8594 -0.4 -0.4 0.6 0.35
H -12.6935 -2.2344 10.7890 0.0 0.0 0.0 0.23
H -11.0969 -1.3061 9.1351 -0.7 0.6 0.3 0.31
H -11.3514 1.0445 8.3169 -0.4 -0.2 0.3 0.41
H -13.3080 2.3925 9.0926 0.0 0.0 0.1 0.44
H -14.8670 1.5360 10.7844 0.2 -0.3 0.0 0.53
H -16.5505 -0.3652 9.9263 -0.2 0.2 0.5 0.40
H -18.6809 0.8428 9.6390 0.1 -0.2 0.5 0.39
H -20.0482 1.4976 11.6147 0.4 0.0 0.1 0.39
H -19.1111 1.1928 13.9286 0.3 -0.1 -0.4 0.40
H -16.9544 0.1045 14.2675 -0.1 0.1 -0.8 0.25
C -9.8014 -5.2407 12.7320 0.9 -1.0 0.2 -1.34
N -10.5325 -4.0568 13.0861 -0.7 -0.1 0.3 0.25
C -9.9511 -2.8054 12.6697 1.1 0.1 0.0 -1.33
C -11.8178 -4.1291 13.5460 -0.3 0.6 -0.2 0.41
N -12.6828 -3.1573 13.5375 0.5 -0.6 0.2 -0.35
N -12.1583 -5.3640 14.1110 0.2 -0.2 0.0 -0.07
C -13.4175 -5.8957 14.3530 -0.9 0.0 -0.4 0.42
N -13.4206 -6.9744 15.2025 -0.3 0.3 -0.3 -0.46
N -14.5031 -5.4956 13.7539 1.2 0.2 0.1 0.15
H -9.3259 -5.7061 13.6320 -0.3 0.1 -0.7 0.34
H -8.9740 -4.9802 12.0484 -0.5 -0.1 0.3 0.43
H -10.4296 -5.9831 12.2144 0.2 0.2 0.2 0.40
H -8.8447 -2.8770 12.7740 -0.8 0.0 0.1 0.47
H -10.2688 -1.9927 13.3089 -0.2 0.2 0.0 0.38
H -10.1371 -2.5880 11.6180 -0.3 0.2 -0.1 0.45
H -12.2782 -2.3075 13.1585 0.0 -0.1 -0.2 -0.24
H -11.3846 -5.9827 14.3365 -0.3 0.3 -0.1 0.32
H -12.7168 -7.0799 15.9207 -0.1 0.2 -0.2 0.20
H -14.3359 -7.3542 15.4320 0.3 0.1 -0.1 0.25
H -15.3602 -6.0068 13.9876 -0.4 0.0 0.4 -0.06
C -14.5895 -4.8761 7.9988 -0.1 -0.2 0.5 -0.74
As -13.4307 -5.3855 9.4983 0.9 -0.9 -1.0 0.49
C -13.5316 -7.3041 9.9116 -0.2 0.5 -0.4 -0.90
C -11.6224 -5.0985 8.7808 -0.7 -0.2 0.3 -1.07
O -13.4024 -4.4642 10.8837 -0.7 0.5 0.8 -0.02
H -13.9608 -4.5371 7.1665 -0.1 0.0 0.3 0.54
H -15.2381 -4.0754 8.3759 0.1 -0.2 -0.2 -0.13
H -15.1855 -5.7495 7.6880 0.2 0.4 0.2 0.35
H -13.6457 -7.8563 8.9611 0.0 0.2 0.5 0.44
H -14.4126 -7.4346 10.5457 0.2 -0.1 -0.2 0.03
H -12.6128 -7.6173 10.4193 -0.2 0.2 -0.1 0.35
H -11.4581 -5.7470 7.9120 0.1 0.3 0.2 0.43
H -10.9048 -5.3151 9.5806 -0.1 0.0 -0.3 0.25
H -11.5826 -4.0384 8.5202 0.1 -0.2 -0.1 0.31
```
Positions in Å, forces in eV/Å.